{
  "formula": "C5H8N2",
  "method": "ωB97M-V with the def2-TZVPD basis set",
  "lumo_energy_ha": 0.037,
  "smiles": "Cc1c[nH]c(N)c1",
  "homo_ha": -0.264,
  "orbital_gap_ev": 8.185,
  "elements": ["C", "C", "C", "N", "C", "N", "C", "H", "H", "H", "H", "H", "H", "H", "H"],
  "coordinates": [[1.74046, -1.47001, 0.44168], [0.49243, -0.69259, 0.20401], [-0.77230, -0.97019, 0.63099], [-1.64686, 0.03328, 0.18899], [-0.87964, 0.96173, -0.42902], [-1.02539, 2.32427, -0.54546], [0.41065, 0.49789, -0.56226], [2.18597, -1.76245, -0.51351], [2.49319, -0.87796, 0.97987], [1.53487, -2.36994, 1.02354], [-1.14277, -1.82969, 1.15749], [-2.54740, 0.21752, 0.60263], [-0.00199, 2.47263, -0.67092], [-1.80329, 2.75039, -1.04025], [0.96209, 0.71511, -1.46779]],
  "forces_ev_per_angstrom": [[0.071, -0.243, -0.054], [-0.242, -0.490, -0.201], [0.020, -0.312, 0.234], [0.144, 0.242, 0.453], [0.368, -0.441, -0.003], [0.201, 0.063, 0.146], [-0.259, -0.977, -0.364], [0.047, -0.081, 0.092], [-0.244, -0.080, -0.100], [0.085, -0.004, -0.045], [-0.089, -0.044, 0.128], [0.198, -0.002, 0.023], [-1.623, 1.850, -0.562], [0.692, 0.019, -0.246], [0.631, 0.501, 0.499]]
}

=====

{
  "formula": "C5H8N2",
  "method": "ωB97M-V with the def2-TZVPD basis set",
  "lumo_energy_ha": 0.037,
  "homo_ha": -0.316,
  "orbital_gap_ev": 9.597,
  "elements": ["C", "C", "C", "C", "C", "N", "N", "H", "H", "H", "H", "H", "H", "H", "H"],
  "coordinates": [[-0.48141, 0.08314, 0.40614], [0.72469, -0.20270, 0.88875], [-1.15431, -0.41468, 1.55063], [0.20863, -0.52818, 2.23567], [0.39694, 1.05240, -3.19840], [0.66242, -0.86484, -1.80555], [0.60530, 0.08616, -2.47206], [-1.75573, 0.32369, 2.17566], [-1.92925, -1.18134, 1.53982], [0.35159, -1.62126, 2.48438], [0.65985, 0.06451, 3.04670], [1.79794, -0.11384, 0.55603], [-0.35543, 1.74886, -2.78776], [1.12868, 1.24750, -3.97303], [-0.85991, 0.32057, -0.64698]],
  "forces_ev_per_angstrom": [[0.251, 0.147, -4.387], [2.464, 1.247, -0.582], [-3.803, 2.452, 4.606], [1.168, -3.575, 0.483], [-0.763, 3.967, -1.723], [0.522, 2.385, -2.310], [0.545, -6.732, 3.871], [0.437, -0.011, -0.933], [0.776, -0.855, -0.409], [0.301, 0.960, 0.056], [-1.057, 0.103, -0.086], [-1.456, -0.032, 0.116], [0.581, -0.142, -0.706], [-0.385, 0.226, -0.035], [0.418, -0.138, 2.038]]
}

=====

{
  "formula": "C5H8N2",
  "method": "ωB97M-V with the def2-TZVPD basis set",
  "lumo_energy_ha": 0.032,
  "smiles": "C[C@@]1(CC#N)CN1",
  "homo_ha": -0.354,
  "orbital_gap_ev": 10.517,
  "elements": ["C", "C", "C", "C", "N", "C", "N", "H", "H", "H", "H", "H", "H", "H", "H"],
  "coordinates": [[-0.97264, 1.22584, -0.24287], [-0.29736, -0.12597, -0.24479], [1.15713, -0.09822, -0.74317], [1.98874, 0.58519, 0.25088], [2.60983, 1.11413, 1.07714], [-0.45175, -1.01461, 0.88930], [-0.88397, -1.40516, -0.56463], [-0.42259, 1.87597, 0.44916], [-0.96384, 1.69846, -1.23087], [-2.00618, 1.14235, 0.09973], [1.25657, 0.40538, -1.70911], [1.51222, -1.12804, -0.85905], [-1.27816, -0.75360, 1.56367], [0.33648, -1.64254, 1.26758], [-1.58450, -1.87916, -0.00296]],
  "forces_ev_per_angstrom": [[-0.132, 0.011, -0.032], [0.182, 0.296, 0.420], [-0.071, -0.005, -0.154], [0.916, 0.766, 1.044], [-0.850, -0.717, -1.182], [0.647, 0.097, 0.452], [0.815, -1.079, 0.679], [-0.154, -0.050, -0.142], [-0.033, -0.165, 0.096], [0.089, 0.019, -0.032], [-0.061, -0.035, 0.080], [-0.100, 0.197, 0.020], [0.335, -0.376, -0.173], [0.343, 0.295, 0.312], [-1.924, 0.746, -1.388]]
}

=====

{
  "formula": "C5H8N2",
  "method": "ωB97M-V with the def2-TZVPD basis set",
  "lumo_energy_ha": 0.024,
  "homo_ha": -0.290,
  "orbital_gap_ev": 8.546,
  "elements": ["C", "C", "C", "N", "C", "N", "C", "H", "H", "H", "H", "H", "H", "H", "H"],
  "coordinates": [[1.26198, -0.41486, 2.40732], [0.61858, -0.06253, 1.02571], [-0.40776, -0.83809, 0.64881], [-0.98768, -0.56119, -0.57588], [-0.45079, 0.48235, -1.29263], [-0.90654, 0.81000, -2.58045], [0.53562, 1.20477, -0.82215], [2.30310, -0.75560, 2.35475], [1.22555, 0.38946, 3.15022], [0.73332, -1.26191, 2.90605], [-0.84414, -1.67893, 1.20973], [-1.75721, -1.06949, -0.95917], [-1.73806, 1.35362, -2.70853], [-0.53408, 0.32695, -3.37728], [0.94811, 2.07544, -1.38650]],
  "forces_ev_per_angstrom": [[0.183, 0.461, -0.375], [-0.369, 0.212, -0.628], [0.064, 0.562, -0.628], [-0.213, -0.020, -0.379], [-0.377, -0.059, -0.583], [-0.462, -0.233, -0.328], [1.078, -1.138, 3.148], [-0.105, 0.292, -0.285], [0.037, 0.138, -0.361], [-0.049, 0.507, -0.772], [0.387, 0.513, -0.198], [-0.123, -0.175, -0.020], [-0.092, -0.109, 0.009], [-0.116, -0.032, 0.070], [0.157, -0.918, 1.330]]
}

=====

{
  "formula": "C5H8N2",
  "method": "ωB97M-V with the def2-TZVPD basis set",
  "lumo_energy_ha": 0.033,
  "smiles": "C[C@H]1[C@@H](C#N)N1C",
  "homo_ha": -0.357,
  "orbital_gap_ev": 10.606,
  "elements": ["C", "C", "C", "C", "N", "N", "C", "H", "H", "H", "H", "H", "H", "H", "H"],
  "coordinates": [[1.17646, 1.06523, 0.09935], [-0.57445, 0.83325, -0.41662], [-0.97407, -0.48582, -1.07542], [0.16024, -1.29722, -1.47772], [1.06152, -1.91616, -1.85752], [-1.29099, -0.14767, 0.30298], [-0.49519, -0.64999, 1.39477], [1.97684, 0.51713, 0.70079], [1.64714, 1.10804, -0.86694], [1.14785, 2.02646, 0.61005], [-1.08430, 1.77968, -0.67418], [-1.87236, -0.71605, -1.66641], [0.51296, -0.25155, 1.11205], [-0.58727, -1.73401, 1.50648], [-0.80439, -0.13131, 2.30835]],
  "forces_ev_per_angstrom": [[-0.956, 0.772, -1.191], [1.672, 0.250, 0.551], [0.320, 0.013, 0.066], [0.780, -0.702, -0.096], [-0.801, 0.517, 0.393], [-0.277, 0.176, 0.187], [0.512, -0.042, 0.171], [-1.823, -0.256, -0.652], [0.193, 0.653, -0.480], [-0.103, 0.258, -0.448], [0.674, -0.490, 0.146], [0.509, 0.655, 0.033], [-0.761, -1.765, 1.350], [0.130, 0.212, 0.035], [-0.071, -0.250, -0.065]]
}

=====

{
  "formula": "C5H8N2",
  "method": "ωB97M-V with the def2-TZVPD basis set",
  "lumo_energy_ha": 0.000,
  "smiles": "[H]/N=C(\\C)C(C)=C=N",
  "homo_ha": -0.300,
  "orbital_gap_ev": 8.162,
  "elements": ["C", "C", "C", "C", "N", "N", "C", "H", "H", "H", "H", "H", "H", "H", "H"],
  "coordinates": [[-0.03199, -1.92037, 0.00653], [0.32672, 2.10337, -0.09202], [-1.27573, 0.12716, -0.08075], [-0.04216, 0.65231, -0.03125], [-2.46790, -0.01557, -0.13348], [2.15504, -0.46585, 0.10050], [0.89887, -0.41657, 0.05509], [-3.02704, 0.78572, 0.15985], [2.56008, -1.36369, 0.35989], [-1.07937, -2.13844, -0.19464], [0.21726, -2.37201, 0.96914], [0.52162, -2.42141, -0.79046], [1.39219, 2.23580, -0.28948], [0.08926, 2.61040, 0.84877], [-0.23686, 2.59914, -0.88769]],
  "forces_ev_per_angstrom": [[2.735, 0.648, 0.358], [-0.594, 0.422, -0.283], [-0.166, 2.105, -0.096], [1.314, -0.897, -0.180], [-0.340, 0.512, -0.787], [0.051, 0.741, 0.480], [-2.230, -2.985, 0.273], [-0.326, -0.807, 0.708], [-0.326, -0.050, -0.506], [-0.136, 0.863, 0.018], [-0.006, -0.183, -0.122], [-0.019, -0.212, 0.167], [-0.144, -0.262, -0.004], [0.064, -0.027, -0.081], [0.124, 0.133, 0.053]]
}

=====

{
  "formula": "C5H8N2",
  "method": "ωB97M-V with the def2-TZVPD basis set",
  "lumo_energy_ha": 0.036,
  "smiles": "Cn1cccc1N",
  "homo_ha": -0.280,
  "orbital_gap_ev": 8.600,
  "elements": ["C", "N", "C", "C", "C", "C", "N", "H", "H", "H", "H", "H", "H", "H", "H"],
  "coordinates": [[-0.44603, 1.26258, 1.27049], [0.00805, 0.63248, 0.05067], [-0.54089, 0.90044, -1.18590], [-0.36644, -0.19340, -1.98602], [0.28881, -1.19611, -1.20199], [0.50037, -0.65426, 0.04249], [1.15487, -1.13332, 1.19567], [0.26929, 1.06574, 2.07119], [-0.54067, 2.33994, 1.13338], [-1.43151, 0.87718, 1.55986], [-1.01441, 1.85759, -1.36509], [-0.66330, -0.26638, -3.02492], [0.56230, -2.19825, -1.51381], [0.52609, -1.33107, 1.96815], [1.69347, -1.96316, 0.98583]],
  "forces_ev_per_angstrom": [[0.023, 0.166, 0.155], [-0.187, -0.238, 0.003], [-0.104, -0.010, -0.034], [0.043, 0.086, -0.029], [0.071, -0.004, 0.057], [-0.128, 0.083, -0.101], [-0.041, -0.180, -0.036], [-0.063, 0.089, -0.105], [0.109, -0.050, -0.053], [0.124, 0.007, 0.034], [0.047, -0.212, -0.026], [0.093, -0.014, 0.187], [0.025, 0.254, 0.045], [0.058, -0.035, -0.145], [-0.070, 0.059, 0.048]]
}

=====

{
  "formula": "C5H8N2",
  "method": "ωB97M-V with the def2-TZVPD basis set",
  "lumo_energy_ha": 0.030,
  "smiles": "CC1(C)N[C@H]1C#N",
  "homo_ha": -0.342,
  "orbital_gap_ev": 10.121,
  "elements": ["C", "C", "C", "N", "C", "C", "N", "H", "H", "H", "H", "H", "H", "H", "H"],
  "coordinates": [[0.90720, -1.02154, 0.41263], [0.12072, 0.02488, -0.29500], [0.88072, 0.98794, -1.20783], [-1.20255, -0.15151, -0.83103], [-1.11732, 0.56180, 0.45837], [-1.73211, -0.05480, 1.59495], [-2.28429, -0.55033, 2.50189], [1.76550, -0.54801, 0.90653], [1.26502, -1.75626, -0.30508], [0.29240, -1.48939, 1.18784], [1.09736, 0.41173, -2.11576], [0.26609, 1.83864, -1.53178], [1.82717, 1.36018, -0.80410], [-1.48148, -1.10327, -0.57859], [-0.60440, 1.48994, 0.60696]],
  "forces_ev_per_angstrom": [[0.069, -0.357, -0.110], [0.210, -0.371, -0.022], [-0.003, -0.069, 0.186], [-0.146, -0.117, -0.191], [1.410, -0.162, 0.239], [-0.666, -0.994, 1.985], [1.174, 1.018, -1.948], [-0.147, -0.180, -0.129], [0.236, -0.280, 0.125], [0.201, -0.195, -0.198], [0.069, 0.115, 0.134], [0.030, -0.258, 0.261], [-0.161, -0.110, 0.109], [-0.394, 0.265, -0.093], [-1.882, 1.695, -0.347]]
}

=====

{
  "formula": "C5H8N2",
  "method": "ωB97M-V with the def2-TZVPD basis set",
  "lumo_energy_ha": 0.007,
  "smiles": "C[C@H]1[C@@H](C#N)N1C",
  "homo_ha": -0.352,
  "orbital_gap_ev": 9.771,
  "elements": ["C", "C", "C", "C", "N", "N", "C", "H", "H", "H", "H", "H", "H", "H", "H"],
  "coordinates": [[1.29213, 1.14147, -0.97543], [0.27556, 0.06503, -0.72278], [0.41596, -0.85770, 0.40629], [1.72196, -0.76014, 1.27673], [1.28097, -0.98303, 2.33555], [-0.54660, 0.19974, 0.46833], [-1.96089, -0.13603, 0.40379], [1.68526, 1.53924, -0.03317], [2.13022, 0.74726, -1.55971], [0.83082, 1.96250, -1.53080], [-0.16824, -0.40820, -1.59441], [0.05911, -1.88411, 0.33933], [-2.18519, -0.96020, -0.29451], [-2.51947, 0.74975, 0.07868], [-2.31160, -0.41558, 1.40213]],
  "forces_ev_per_angstrom": [[0.000, 0.027, -0.100], [-0.018, 0.046, -0.457], [0.082, -0.048, -0.917], [-1.925, -0.421, 0.891], [1.577, 0.073, 0.854], [0.170, 0.120, -0.023], [-0.058, -0.089, 0.011], [-0.136, -0.127, -0.141], [-0.107, 0.064, 0.032], [0.116, -0.030, 0.045], [-0.198, 0.220, -0.141], [0.185, 0.217, -0.091], [0.094, 0.097, 0.111], [0.154, -0.184, 0.072], [0.063, 0.034, -0.144]]
}

=====

{
  "formula": "C5H8N2",
  "method": "ωB97M-V with the def2-TZVPD basis set",
  "lumo_energy_ha": [-0.400, -0.400],
  "charge": 2,
  "smiles": "C/C=C/C#[N+]C=[NH2+]",
  "homo_ha": [-0.716, -0.716],
  "orbital_gap_ev": [8.607, 8.608],
  "elements": ["C", "C", "C", "C", "C", "N", "N", "H", "H", "H", "H", "H", "H", "H", "H"],
  "coordinates": [[0.62469, -0.12544, 0.00945], [-0.18802, -0.14783, 1.06337], [-1.48899, -0.27649, 1.18795], [2.24096, 0.22210, -1.97903], [-2.19017, -0.15350, 2.42897], [1.29468, -0.02558, -0.96945], [1.80737, 0.40182, -3.17711], [0.43226, -0.12589, 1.91523], [-2.01333, -0.51113, 0.24464], [3.40868, 0.12816, -1.79526], [-1.72129, 0.48260, 3.20612], [-2.19943, -1.11728, 2.90813], [-3.29724, 0.10100, 2.17930], [2.43735, 0.71646, -3.86267], [0.85246, 0.43098, -3.35965]],
  "forces_ev_per_angstrom": [[0.812, 0.262, -3.490], [3.358, 0.055, 0.635], [-2.769, -0.407, -1.549], [0.435, -1.073, 1.047], [-2.340, 1.163, 0.094], [1.064, 0.129, 0.200], [1.306, -0.006, 2.503], [0.683, 0.337, 1.536], [-0.247, 0.201, 0.690], [-2.606, 0.434, 0.095], [-0.213, -0.018, -0.694], [-0.253, -1.021, 0.209], [1.867, -0.319, 0.862], [1.096, 0.190, -1.467], [-2.192, 0.073, -0.672]]
}

=====

Calculated relative energy (zero: lowest compared OMol25 entry of this formula, charge and spin) (kJ/mol), listed in the same order as above: 138.4; 509.9; 276.0; 436.1; 386.6; 361.1; 43.4; 245.1; 349.1; 17.2
Calculated strongest force on any atom (eV/A), listed in the same order as above: 2.52; 7.78; 2.49; 3.52; 2.35; 3.74; 0.30; 2.56; 2.16; 3.59